No. 1
Density functional theory data (ωB97M-V/def2-TZVPD) for C22H28AuCl2N6O2 as an isolated structure at a distorted geometry.

Results
Net charge: +1
Energy (hartree): -2389.947453
2S+1: 3
Orbital gap (alpha / beta) (eV): 8.011 / 4.996
LUMO (alpha / beta) (eV): -2.280 / -5.758
Energy above the lowest of the compared OMol25 structures with the same formula, charge and spin (kcal/mol): 4.1

Last column: Mulliken charge in e.
Cartesian coordinates (Å):
Au -0.663 0.891 0.238  0.663
C -5.214 4.059 -0.853  -1.169
N -4.586 3.100 0.050  0.114
C -5.109 3.010 1.402  -1.271
C -3.447 2.444 -0.269  0.620
N -2.695 1.810 0.568  -0.565
N -3.178 2.453 -1.634  -0.138
C -2.031 2.109 -2.312  0.588
N -2.150 2.188 -3.661  -0.374
N -0.939 1.802 -1.711  -0.553
H -5.843 4.718 -0.263  0.435
H -5.848 3.571 -1.600  0.299
H -4.470 4.682 -1.352  0.413
H -6.167 3.256 1.389  0.454
H -4.598 3.701 2.076  0.366
H -5.004 1.997 1.785  0.446
H -2.945 1.900 1.544  -0.034
H -3.952 2.731 -2.211  0.184
H -3.032 2.338 -4.115  0.172
H -1.374 1.916 -4.237  0.206
H -0.174 1.570 -2.332  0.091
N 2.657 -3.323 5.206  -0.494
C 2.045 -2.604 4.550  -0.254
C 1.296 -1.725 3.706  0.680
C 0.183 -2.214 3.013  -0.520
C -0.519 -1.377 2.166  -0.153
C -0.096 -0.063 1.945  -0.346
C 0.979 0.430 2.697  -0.376
C 1.677 -0.395 3.566  -0.521
H -0.109 -3.249 3.133  0.535
H -1.391 -1.762 1.650  0.411
H 1.267 1.471 2.619  0.439
H 2.524 -0.019 4.124  0.501
Cl -4.379 2.447 5.087  -0.155
C -3.174 1.283 5.641  -0.411
Cl -2.116 0.718 4.327  -0.037
H -3.694 0.425 6.050  0.316
H -2.557 1.766 6.389  0.306
C 5.055 -3.805 -4.268  -1.517
C 4.290 -3.000 -3.261  0.629
C 3.328 -3.610 -2.456  -1.058
C 2.641 -2.902 -1.483  0.754
C 1.610 -3.557 -0.612  -1.267
C 2.899 -1.529 -1.403  0.622
C 3.901 -0.885 -2.133  0.906
C 4.202 0.575 -1.951  -1.390
C 4.562 -1.641 -3.087  -0.833
C 1.957 -0.687 -0.536  0.490
O 2.376 -0.647 0.627  -0.277
O 0.948 -0.203 -1.088  -0.683
H 4.506 -4.701 -4.550  0.383
H 6.011 -4.116 -3.844  0.303
H 5.266 -3.217 -5.161  0.396
H 3.109 -4.662 -2.591  0.361
H 1.557 -4.623 -0.820  0.398
H 0.627 -3.114 -0.793  0.321
H 1.842 -3.417 0.445  0.250
H 3.311 1.177 -2.138  0.249
H 4.987 0.889 -2.634  0.387
H 4.527 0.782 -0.930  0.317
H 5.315 -1.164 -3.703  0.386

=====

No. 2
Density functional theory data (ωB97M-V/def2-TZVPD) for C25H26N3O9SV as an isolated structure.

Results
Net charge: -1
Energy (hartree): -3152.082393
2S+1: 4
Orbital gap (alpha / beta) (eV): 6.429 / 7.740
LUMO (alpha / beta) (eV): 2.265 / 2.263
Energy above the lowest of the compared OMol25 structures with the same formula, charge and spin (kcal/mol): 8.7

Last column: Mulliken charge in e.
Cartesian coordinates (Å):
V -0.184 -0.505 0.274  0.613
O 1.543 -0.251 1.631  -0.294
C 1.345 0.598 2.774  3.158
C 0.101 1.487 2.440  -0.271
O -0.182 2.388 3.220  -0.741
O -0.502 1.182 1.368  -0.062
C 1.057 -0.216 4.021  -0.055
C 0.785 -1.575 3.954  -0.129
C 0.543 -2.297 5.114  -1.009
C 0.555 -1.667 6.344  -0.427
C 0.799 -0.302 6.412  -0.928
C 1.050 0.421 5.261  -0.151
C 2.616 1.428 2.924  -0.417
C 2.703 2.736 2.470  -0.373
C 3.905 3.423 2.536  -0.952
C 5.036 2.814 3.053  -0.396
C 4.959 1.507 3.510  -0.899
C 3.756 0.823 3.450  -0.268
H 2.212 -0.913 1.833  0.356
H 0.675 -2.066 2.995  0.151
H 0.309 -3.352 5.044  0.404
H 0.352 -2.230 7.246  0.378
H 0.786 0.203 7.370  0.389
H 1.225 1.486 5.306  0.447
H 1.822 3.227 2.082  0.492
H 3.953 4.445 2.183  0.399
H 5.971 3.357 3.106  0.389
H 5.834 1.022 3.923  0.386
H 3.693 -0.188 3.837  0.359
C 1.388 2.463 -4.089  -0.868
O 1.662 1.605 -2.999  -0.362
C 0.705 1.325 -2.087  0.636
O 1.028 0.621 -1.148  -0.495
N -0.502 1.889 -2.287  -0.007
N -1.646 1.619 -1.524  -0.784
H 2.332 2.570 -4.618  0.238
H 1.053 3.447 -3.749  0.354
H 0.651 2.024 -4.768  0.338
H -0.702 2.330 -3.167  0.284
H -1.858 0.622 -1.566  0.431
H -1.479 1.876 -0.552  0.282
C -5.345 2.930 -0.927  -1.611
C -4.703 1.851 -0.101  1.373
C -4.042 2.146 1.083  -0.829
C -3.409 1.153 1.819  -0.296
C -3.443 -0.154 1.373  0.064
C -4.120 -0.471 0.201  -0.677
C -4.741 0.525 -0.530  -0.778
S -2.549 -1.442 2.239  1.119
O -1.990 -0.807 3.407  -0.666
O -3.508 -2.513 2.427  -0.822
N -1.372 -1.894 1.270  -0.091
C -1.689 -2.928 0.303  -0.684
C -1.514 -2.468 -1.156  0.525
O -1.674 -3.270 -2.066  -0.778
O -1.168 -1.232 -1.313  -0.718
H -5.217 3.907 -0.461  0.357
H -6.415 2.752 -1.051  0.352
H -4.898 2.968 -1.922  0.311
H -3.996 3.172 1.428  0.281
H -2.860 1.391 2.719  0.451
H -4.154 -1.498 -0.142  0.434
H -5.250 0.273 -1.452  0.359
H -2.710 -3.304 0.420  0.408
H -1.033 -3.799 0.439  0.321

=====

No. 3
Density functional theory data (ωB97M-V/def2-TZVPD) for a 11-piece molecular cluster, C53H128F3N9O15S overall at a distorted geometry.

Results
Net charge: +6
Energy (hartree): -4413.138399
Orbital gap (eV): 7.495
LUMO (eV): -11.568

Last column: Mulliken charge in e.
Cartesian coordinates (Å):
C 0.157 1.832 0.436  -1.253
C -1.186 1.371 0.560  0.211
C -1.470 -0.129 0.415  -0.552
O -2.631 -0.639 0.466  0.350
C -0.419 -0.996 0.152  1.138
C 0.891 -0.543 -0.075  0.829
C 1.222 0.957 0.173  0.042
O 2.436 1.271 -0.014  -1.240
O 1.809 -1.345 -0.335  -0.584
O -2.148 2.130 0.764  -0.971
H 0.330 2.900 0.409  0.611
H -0.596 -2.055 0.032  -0.322
C -6.244 2.445 3.185  -1.475
C -4.846 1.880 3.025  0.668
C -4.291 1.368 4.313  -0.791
O -5.305 0.506 4.817  -0.333
C -5.023 -0.144 6.048  -0.819
N -4.937 0.839 1.914  0.141
H -5.730 0.209 2.033  0.482
H -5.165 1.469 1.132  0.453
H -4.073 0.399 1.476  -0.573
H -6.942 1.713 3.590  0.405
H -6.720 2.783 2.255  0.466
H -6.222 3.347 3.796  0.418
H -4.225 2.692 2.646  -0.171
H -4.227 2.167 5.059  0.536
H -3.351 0.837 4.187  0.415
H -4.051 -0.635 6.107  0.297
H -5.783 -0.913 6.144  0.282
H -5.065 0.591 6.854  0.335
C 6.053 -1.284 3.086  -1.444
C 5.697 -0.172 2.121  1.622
C 6.595 -0.127 0.912  -0.953
O 6.457 1.095 0.226  -0.126
C 7.445 1.211 -0.809  -0.817
N 4.242 -0.409 1.657  0.235
H 3.887 0.209 0.899  -0.198
H 4.164 -1.377 1.336  0.251
H 3.652 -0.350 2.488  0.473
H 6.581 -2.101 2.603  0.372
H 5.157 -1.663 3.601  0.436
H 6.567 -0.940 3.986  0.388
H 5.705 0.779 2.648  -1.079
H 6.511 -1.037 0.306  0.501
H 7.604 -0.143 1.356  0.534
H 7.739 0.273 -1.282  0.404
H 8.263 1.823 -0.430  0.327
H 7.065 1.765 -1.678  0.155
C 3.082 -0.394 -4.538  -1.492
C 2.099 -1.404 -3.998  0.920
C 1.397 -2.171 -5.090  -1.142
O 2.336 -2.849 -5.839  -0.367
C 2.031 -3.018 -7.196  -0.786
N 2.828 -2.412 -3.151  0.434
H 2.141 -3.150 -2.903  0.354
H 3.644 -2.704 -3.699  0.535
H 3.181 -1.985 -2.292  0.108
H 3.753 -0.883 -5.244  0.510
H 3.647 0.081 -3.729  0.273
H 2.566 0.420 -5.045  0.359
H 1.269 -0.978 -3.435  -0.225
H 0.873 -1.445 -5.738  0.602
H 0.543 -2.756 -4.731  0.291
H 2.935 -3.285 -7.741  0.310
H 1.742 -2.066 -7.666  0.337
H 1.270 -3.767 -7.420  0.300
C -5.203 -0.085 -2.157  -1.582
C -3.915 -0.534 -2.834  0.065
C -2.879 0.571 -2.796  -0.444
O -1.715 0.083 -3.457  -0.311
C -0.710 1.051 -3.510  -0.850
N -3.429 -1.776 -2.137  1.099
H -4.164 -2.467 -2.300  0.552
H -2.575 -2.162 -2.610  0.083
H -3.167 -1.708 -1.143  -0.886
H -5.620 0.729 -2.760  0.504
H -5.021 0.331 -1.168  0.108
H -5.990 -0.838 -2.215  0.504
H -4.049 -0.775 -3.888  0.552
H -2.682 0.847 -1.751  -0.221
H -3.210 1.426 -3.394  0.753
H -1.129 2.045 -3.737  0.565
H -0.088 0.844 -4.381  0.280
H -0.140 1.130 -2.579  0.196
C 0.951 -4.743 3.129  -1.592
C 1.756 -4.615 1.861  0.814
C 2.166 -5.918 1.243  -0.978
O 0.997 -6.505 0.756  -0.239
C 1.036 -7.903 0.531  -0.854
N 0.913 -3.819 0.881  2.074
H 0.252 -3.225 1.380  -1.158
H 1.545 -3.308 0.251  0.201
H 0.272 -4.464 0.369  -0.383
H 1.483 -5.333 3.879  0.558
H 0.039 -5.305 2.928  0.242
H 0.821 -3.771 3.610  0.381
H 2.634 -3.979 1.989  0.271
H 2.646 -6.558 1.993  0.608
H 2.914 -5.787 0.447  0.343
H 0.179 -8.406 0.999  0.216
H 1.864 -8.403 1.041  0.432
H 0.958 -8.133 -0.529  0.284
C 3.363 5.625 -5.528  -0.830
N 2.964 4.906 -4.268  0.071
C 2.845 5.805 -3.118  -0.766
C 1.593 4.390 -4.511  -0.998
C 3.954 3.795 -4.015  -0.833
C 3.911 3.125 -2.674  -0.494
O 2.686 2.488 -2.414  0.867
H 3.509 4.823 -6.247  0.413
H 4.268 6.184 -5.310  0.393
H 2.572 6.273 -5.892  0.385
H 2.565 5.217 -2.244  0.200
H 2.073 6.549 -3.280  0.389
H 3.791 6.272 -2.846  0.401
H 1.256 3.756 -3.698  0.281
H 1.613 3.801 -5.427  0.425
H 0.895 5.213 -4.641  0.400
H 4.908 4.233 -4.303  0.408
H 3.743 3.069 -4.805  0.405
H 4.181 3.840 -1.882  0.436
H 4.759 2.424 -2.659  0.270
H 2.643 2.228 -1.452  -0.424
C -3.536 8.836 0.121  -1.000
N -3.239 7.366 -0.145  -0.009
C -4.385 6.595 0.433  -1.023
C -3.235 7.168 -1.601  -0.782
C -1.921 7.040 0.520  -0.868
C -1.713 5.583 0.941  -0.105
O -1.367 4.818 -0.205  -0.195
H -4.401 9.128 -0.464  0.426
H -2.666 9.393 -0.224  0.422
H -3.685 8.979 1.186  0.454
H -4.302 6.507 1.511  0.444
H -4.464 5.618 -0.033  0.379
H -5.268 7.183 0.195  0.403
H -4.138 7.577 -2.057  0.406
H -3.255 6.104 -1.820  0.259
H -2.398 7.654 -2.092  0.413
H -1.783 7.742 1.338  0.471
H -1.127 7.199 -0.210  0.370
H -2.562 5.136 1.460  0.086
H -0.935 5.593 1.717  0.355
H -1.854 3.974 -0.123  0.125
C 6.512 4.043 2.222  -0.951
N 5.575 4.679 3.249  -0.002
C 4.222 4.613 2.602  -1.034
C 5.555 3.694 4.373  -0.701
C 6.047 6.088 3.661  -0.341
C 5.609 7.192 2.740  -0.667
O 5.697 6.874 1.361  -0.486
H 6.148 3.062 1.942  0.285
H 7.519 4.089 2.621  0.451
H 6.387 4.704 1.366  0.395
H 4.014 3.561 2.423  0.414
H 4.250 5.152 1.665  0.360
H 3.505 4.997 3.325  0.412
H 4.788 4.027 5.071  0.429
H 6.521 3.767 4.872  0.442
H 5.381 2.694 4.008  0.095
H 7.117 5.887 3.684  0.362
H 5.613 6.158 4.656  0.370
H 6.256 8.042 3.010  0.437
H 4.628 7.582 3.044  0.404
H 5.212 7.559 0.888  0.317
C -3.080 -9.326 -0.122  -1.746
C -2.503 -7.922 0.188  0.154
C -3.629 -6.934 0.441  -0.345
C -3.110 -5.769 1.255  -0.229
N -4.090 -4.714 1.667  1.412
C -5.058 -5.200 2.732  -0.727
C -6.276 -5.733 2.018  -0.647
C -6.445 -4.812 0.808  -0.944
C -5.052 -4.247 0.573  -0.082
C -3.345 -3.523 2.193  -0.697
C -2.547 -3.749 3.446  -0.082
C -1.689 -2.520 3.688  -1.009
H -3.551 -9.706 0.794  0.416
H -2.269 -10.013 -0.335  0.447
H -3.916 -9.284 -0.818  0.387
H -1.881 -7.699 -0.680  0.076
H -1.854 -8.082 1.054  -0.053
H -4.459 -7.448 0.921  0.245
H -3.959 -6.558 -0.530  0.410
H -2.398 -5.225 0.623  -0.201
H -2.552 -6.060 2.141  0.474
H -5.401 -4.292 3.232  0.496
H -4.622 -5.944 3.391  0.331
H -7.192 -5.848 2.589  0.515
H -6.080 -6.716 1.590  0.186
H -7.182 -4.013 0.845  0.396
H -6.730 -5.418 -0.052  0.367
H -5.027 -3.157 0.631  0.075
H -4.569 -4.471 -0.379  0.172
H -4.088 -2.739 2.353  0.465
H -2.712 -3.165 1.376  0.001
H -1.828 -4.566 3.379  -0.015
H -3.209 -3.920 4.294  0.508
H -1.044 -2.249 2.849  -0.132
H -1.052 -2.662 4.561  0.544
H -2.354 -1.700 3.916  0.085
C -0.952 -5.750 -3.163  0.125
F -1.045 -6.750 -2.327  -0.198
F -0.079 -5.979 -4.120  -0.191
F -2.156 -5.577 -3.729  -0.242
S -0.582 -4.179 -2.252  1.898
O 0.867 -4.099 -2.098  -1.188
O -1.156 -3.141 -3.085  -1.502
O -1.207 -4.440 -0.953  -0.960

=====

No. 4
Density functional theory data (ωB97M-V/def2-TZVPD) for C29H23ClIMnN7O3S as an isolated structure.

Results
Net charge: +1
Energy (hartree): -4034.816190
2S+1: 5
Orbital gap (alpha / beta) (eV): 7.305 / 7.119
LUMO (alpha / beta) (eV): -3.683 / -3.917
Energy above the lowest of the compared OMol25 structures with the same formula, charge and spin (kcal/mol): 0.0

Last column: Mulliken charge in e.
Cartesian coordinates (Å):
Mn -1.533 -0.611 -0.630  -0.344
N -5.323 1.028 -0.098  -0.418
C -4.161 0.658 -0.664  0.636
S -3.847 -1.061 -0.869  -0.471
N -3.330 1.601 -1.053  -1.415
N -2.205 1.006 -1.572  1.114
C -1.670 1.371 -2.678  0.601
C -2.187 2.457 -3.532  -0.270
C -1.384 3.553 -3.835  -0.220
C -1.875 4.565 -4.645  -0.715
C -3.159 4.476 -5.163  -0.415
C -3.957 3.379 -4.866  -0.785
C -3.478 2.373 -4.045  -0.155
C -0.528 0.517 -3.082  0.622
C 0.216 0.698 -4.230  -0.524
C 1.239 -0.202 -4.509  -0.608
C 1.484 -1.252 -3.643  -0.790
C 0.687 -1.383 -2.517  -0.071
N -0.295 -0.524 -2.258  0.052
H -6.029 0.331 0.055  0.240
H -5.604 1.993 -0.162  0.251
H -0.384 3.623 -3.423  0.534
H -1.256 5.423 -4.870  0.397
H -3.539 5.263 -5.800  0.412
H -4.957 3.310 -5.273  0.402
H -4.099 1.518 -3.806  0.453
H -0.010 1.520 -4.894  0.551
H 1.836 -0.079 -5.402  0.454
H 2.271 -1.967 -3.831  0.445
H 0.812 -2.187 -1.803  0.519
Cl 2.517 -0.988 5.458  -0.214
C 2.085 -1.341 3.759  2.981
C -0.310 -2.761 3.567  -0.946
C -1.125 -2.768 2.506  -1.587
I -2.745 -4.007 2.193  0.079
C -0.769 -1.694 1.476  3.478
O -0.835 -2.112 0.139  -0.878
C 1.477 -0.169 1.756  -0.011
N 1.429 0.723 0.788  -0.408
C 2.337 1.711 0.879  -0.586
C 3.269 1.815 1.897  -0.803
C 3.295 0.860 2.916  -0.109
C 2.375 -0.159 2.834  -1.041
H -0.362 -3.419 4.421  0.593
H 2.305 2.459 0.096  0.484
H 3.960 2.646 1.904  0.434
H 3.992 0.935 3.741  0.542
O 5.603 -3.201 1.301  -0.525
C 4.764 -3.662 2.334  -0.443
N 3.951 -2.517 2.681  0.019
C 2.831 -2.649 3.411  -0.678
O 2.393 -3.716 3.790  -0.640
C 0.571 -1.526 3.459  1.330
C -0.218 -0.459 4.177  -1.205
C -1.196 0.329 3.724  -0.924
C -1.722 0.383 2.371  -0.024
N -1.592 -0.477 1.439  -0.573
C 0.635 -1.386 1.935  -1.452
H 6.322 -3.828 1.175  0.325
H 5.338 -4.001 3.202  0.337
H 4.105 -4.471 2.011  0.299
H 4.307 -1.612 2.416  0.316
H 0.028 -0.371 5.230  0.521
H -1.651 1.024 4.418  0.420
H -2.314 1.260 2.116  0.503
H 1.211 -2.250 1.580  0.911